Entry 1:
A 5-piece molecular cluster, C27H40FN6 overall in a non-equilibrium geometry. Source: OMol25; level of theory: wB97M-V/def2-TZVPD.

The value obtained for the gap between HOMO and LUMO is 8.94 eV. The largest force on an atom is 4.17 eV/Å. The calculation puts the LUMO energy at -2.37 eV. As for the net charge: +1.

```
74
Properties=species:S:1:pos:R:3:lowdin_charge:R:1
C -4.743 1.601 -2.808 -0.05
C -3.416 1.252 -2.039 -0.20
C -2.812 -0.071 -2.238 -0.03
C -1.559 -0.494 -1.608 -0.05
C -0.889 0.462 -0.736 -0.09
C -1.491 1.785 -0.502 -0.03
C -2.734 2.220 -1.146 -0.14
C -3.349 3.656 -0.914 -0.05
N -2.530 4.302 0.162 -0.03
C -1.309 5.002 0.029 0.04
C -1.017 5.327 1.408 0.01
N -2.075 4.830 2.186 0.16
C -3.020 4.202 1.419 -0.24
F -4.157 3.627 1.785 0.21
H -4.604 1.217 -3.856 0.09
H -4.826 2.724 -2.828 0.07
H -5.654 1.145 -2.350 0.09
H -3.314 -0.819 -2.900 0.11
H -1.075 -1.485 -1.755 0.11
H 0.094 0.208 -0.220 0.04
H -0.918 2.434 0.210 0.10
H -3.208 4.298 -1.823 0.14
H -4.436 3.622 -0.665 0.14
H -0.750 5.220 -0.925 0.12
H -0.106 5.860 1.745 0.14
H -2.168 4.897 3.200 0.19
C 3.731 2.353 0.363 -0.11
C 4.504 1.097 0.746 -0.26
C 4.489 0.025 -0.347 -0.18
C 3.147 -0.510 -0.577 -0.21
N 2.092 -0.926 -0.756 0.17
H 2.669 2.141 0.221 0.06
H 3.818 3.103 1.152 0.07
H 4.122 2.788 -0.560 0.08
H 4.096 0.692 1.676 0.11
H 5.542 1.373 0.947 0.11
H 5.149 -0.793 -0.051 0.12
H 4.890 0.433 -1.278 0.12
C 0.781 -3.665 2.677 -0.14
C -0.584 -3.012 2.849 -0.25
C -0.870 -1.932 1.802 -0.19
C 0.023 -0.781 1.931 -0.26
N 0.723 0.125 2.032 0.16
H 1.591 -2.943 2.820 0.07
H 0.910 -4.458 3.410 0.05
H 0.881 -4.103 1.685 0.06
H -0.659 -2.591 3.855 0.11
H -1.352 -3.786 2.769 0.11
H -1.903 -1.591 1.918 0.12
H -0.788 -2.354 0.797 0.11
C 1.599 -8.816 5.002 -0.11
C 2.098 -9.205 3.615 -0.26
C 2.535 -8.004 2.774 -0.19
C 1.417 -7.118 2.446 -0.20
N 0.539 -6.423 2.187 0.16
H 0.700 -8.199 4.944 0.07
H 1.352 -9.710 5.577 0.07
H 2.363 -8.261 5.552 0.08
H 1.317 -9.766 3.095 0.11
H 2.952 -9.879 3.728 0.11
H 2.982 -8.365 1.844 0.12
H 3.311 -7.441 3.299 0.12
C -0.931 5.505 -5.510 -0.11
C -0.254 4.140 -5.470 -0.26
C -0.247 3.512 -4.074 -0.19
C 0.568 4.272 -3.125 -0.23
N 1.210 4.866 -2.375 0.15
H -0.396 6.235 -4.899 0.07
H -0.956 5.883 -6.533 0.08
H -1.961 5.442 -5.148 0.07
H 0.768 4.234 -5.846 0.12
H -0.782 3.468 -6.151 0.11
H 0.150 2.496 -4.143 0.13
H -1.270 3.425 -3.697 0.10
```



Entry 2:
C27H41AlBrF6O16 as an isolated structure in a non-equilibrium geometry. Source: OMol25; level of theory: wB97M-V/def2-TZVPD.

The value obtained for the gap between HOMO and LUMO is 7.06 eV. The largest force on an atom is 2.45 eV/Å. The calculation puts the LUMO energy at 1.68 eV. As for the net charge: -1.

```
92
Properties=species:S:1:pos:R:3:lowdin_charge:R:1
C 7.444 -0.813 -0.211 -0.12
O 7.563 0.521 -0.678 -0.22
C 6.428 0.964 -1.421 -0.23
C 5.751 2.124 -0.644 -0.18
C 4.690 2.896 -1.489 -0.19
C 3.270 2.435 -1.034 -0.25
C 2.836 2.968 0.365 -0.21
C 1.803 1.945 0.983 -0.21
C 0.369 2.136 0.356 -0.28
C -0.233 0.857 -0.339 -0.29
Al 0.200 0.572 -2.308 -0.06
Br -0.877 2.305 -3.610 0.05
C -0.526 -1.243 -3.000 -0.25
C -0.808 -2.262 -1.863 -0.48
C 0.500 -2.660 -1.145 -0.07
F -1.796 -1.801 -0.995 -0.06
H 6.423 -1.222 -0.251 0.09
H 7.756 -0.856 0.855 0.09
H 8.168 -1.451 -0.756 0.08
H 6.788 1.292 -2.418 0.12
H 5.668 0.185 -1.604 0.12
H 6.499 2.842 -0.260 0.11
H 5.260 1.669 0.236 0.11
H 4.786 2.592 -2.552 0.11
H 4.750 3.992 -1.400 0.11
H 3.291 1.330 -0.976 0.08
H 2.483 2.713 -1.753 0.09
H 3.710 3.113 1.027 0.10
H 2.320 3.937 0.255 0.10
H 2.165 0.905 0.934 0.10
H 1.752 2.220 2.058 0.09
H 0.367 3.044 -0.271 0.09
H -0.297 2.362 1.220 0.08
H -0.018 -0.030 0.295 0.04
H -1.342 0.971 -0.287 0.04
H 1.754 0.566 -2.667 -0.07
H -1.457 -1.094 -3.580 0.04
H 0.246 -1.682 -3.661 0.05
H -1.223 -3.172 -2.348 0.12
H 0.989 -1.807 -0.645 0.06
H 0.325 -3.506 -0.456 0.07
H 1.212 -3.004 -1.918 0.08
C 10.577 1.663 -0.240 -0.06
C 10.609 2.848 -1.161 -0.31
O 11.632 3.654 -0.596 0.13
C 12.494 2.800 0.020 -0.56
O 13.589 3.091 0.367 0.17
O 11.943 1.571 0.177 0.07
F 9.442 3.536 -1.132 0.08
H 9.939 1.830 0.630 0.15
H 10.255 0.753 -0.741 0.13
H 10.864 2.609 -2.197 0.17
C -5.089 -2.214 -0.846 -0.05
C -5.692 -2.160 -2.218 -0.30
O -6.806 -3.038 -2.098 0.12
C -7.192 -2.985 -0.796 -0.55
O -8.239 -3.378 -0.393 0.16
O -6.239 -2.424 -0.018 0.06
F -4.848 -2.649 -3.155 0.09
H -4.396 -3.048 -0.727 0.15
H -4.575 -1.293 -0.579 0.14
H -6.039 -1.170 -2.522 0.18
C -6.427 1.346 2.866 -0.06
C -6.427 0.159 1.946 -0.31
O -5.048 -0.008 1.650 0.13
C -4.371 0.456 2.735 -0.54
O -3.231 0.236 2.956 0.19
O -5.176 1.202 3.538 0.06
F -7.093 0.427 0.794 0.08
H -6.444 2.293 2.322 0.15
H -7.255 1.330 3.573 0.14
H -6.820 -0.757 2.392 0.18
C -7.768 -6.404 -2.588 -0.05
C -9.152 -5.956 -2.217 -0.31
O -9.865 -7.182 -2.130 0.14
C -8.955 -8.126 -1.772 -0.56
O -9.234 -9.200 -1.356 0.17
O -7.685 -7.679 -1.944 0.08
F -9.706 -5.195 -3.195 0.08
H -7.649 -6.532 -3.666 0.15
H -6.997 -5.728 -2.225 0.13
H -9.213 -5.429 -1.264 0.16
C -1.947 2.842 4.608 -0.06
C -2.210 3.038 6.073 -0.32
O -1.097 3.810 6.489 0.13
C -0.707 4.534 5.403 -0.55
O 0.014 5.472 5.451 0.18
O -1.258 4.048 4.264 0.08
F -2.203 1.857 6.745 0.07
H -1.302 1.984 4.411 0.15
H -2.861 2.733 4.029 0.12
H -3.133 3.578 6.298 0.17
```



Entry 3:
C27H41As2N2O9PdSSi2 as an isolated structure. Source: OMol25; level of theory: wB97M-V/def2-TZVPD.

The value obtained for the gap between HOMO and LUMO (spin up / spin down) is 6.26 / 6.26 eV. The largest force on an atom is 0.43 eV/Å. The calculation puts the LUMO energy (spin up / spin down) at -4.97 / -4.97 eV. As for the net charge: +1.

```
85
Properties=species:S:1:pos:R:3:lowdin_charge:R:1
Pd 0.921 0.827 0.014 0.83
O 0.936 0.358 2.024 -0.28
N 2.162 0.165 2.533 -0.17
C 2.220 -0.317 3.792 0.01
C 3.426 -0.535 4.398 -0.02
C 4.596 -0.246 3.694 -0.03
C 4.510 0.248 2.414 -0.05
C 3.261 0.444 1.824 -0.55
S 3.135 1.044 0.195 0.90
H 1.256 -0.501 4.241 0.15
H 3.451 -0.924 5.404 0.12
H 5.563 -0.410 4.147 0.12
H 5.394 0.478 1.836 0.12
N 1.110 1.465 -2.996 0.12
C 1.031 1.238 -1.869 -0.40
C -4.988 -2.684 2.062 -0.01
O -3.740 -2.481 1.372 -0.11
C -3.576 -3.203 0.253 -0.51
O -4.387 -3.988 -0.161 0.14
C -2.238 -2.939 -0.361 -0.29
C -1.986 -3.497 -1.547 -0.28
As -0.196 -3.539 -2.438 1.37
C -0.773 -3.460 -4.295 -0.28
C -0.175 -1.680 -1.806 -0.30
C 0.439 -1.402 -0.616 -0.37
As -1.138 -1.726 0.763 1.40
C -0.367 -3.205 1.789 -0.26
C 1.714 -2.096 -0.255 -0.62
O 2.141 -2.181 0.877 0.05
O 2.424 -2.432 -1.330 -0.09
C 3.737 -2.957 -1.070 -0.01
C -1.088 -0.680 -2.454 -0.57
O -1.098 -0.556 -3.644 0.15
O -1.705 0.129 -1.588 -0.12
C -2.485 1.176 -2.214 0.01
C -3.080 -4.050 -2.431 -0.57
O -3.700 -3.285 -3.114 0.15
O -3.213 -5.369 -2.551 0.00
C -2.631 -6.217 -1.552 -0.03
H -4.986 -1.978 2.885 0.10
H -5.048 -3.707 2.429 0.10
H -5.819 -2.494 1.387 0.10
H -1.047 -4.478 -4.578 0.04
H 0.085 -3.147 -4.888 0.04
H -1.605 -2.785 -4.458 0.03
H 0.092 -3.956 1.149 0.04
H -1.227 -3.646 2.299 0.04
H 0.354 -2.842 2.515 0.02
H 4.169 -3.153 -2.045 0.10
H 3.668 -3.872 -0.485 0.10
H 4.329 -2.222 -0.528 0.09
H -2.877 1.774 -1.397 0.09
H -3.294 0.730 -2.787 0.11
H -1.844 1.766 -2.866 0.09
H -2.953 -7.223 -1.800 0.10
H -3.000 -5.947 -0.565 0.09
H -1.540 -6.172 -1.581 0.08
C -0.260 4.043 2.953 -0.16
Si -0.725 3.264 1.315 0.45
C -1.745 4.450 0.294 -0.17
C -1.793 1.775 1.696 -0.20
C 0.999 2.900 0.529 -0.37
Si 1.731 4.206 -0.680 0.42
C 1.939 5.699 0.438 -0.17
C 0.611 4.641 -2.109 -0.17
C 3.404 3.793 -1.404 -0.22
H -1.170 4.313 3.496 0.05
H 0.342 4.944 2.843 0.03
H 0.295 3.331 3.568 0.04
H -2.729 4.525 0.762 0.04
H -1.891 4.138 -0.740 0.02
H -1.309 5.449 0.286 0.03
H -2.773 2.167 1.984 0.05
H -1.389 1.212 2.536 0.02
H -1.956 1.083 0.872 -0.03
H 1.652 2.862 1.406 -0.01
H 0.991 6.094 0.804 0.02
H 2.421 6.495 -0.136 0.04
H 2.575 5.482 1.298 0.04
H -0.254 5.236 -1.823 0.02
H 0.276 3.758 -2.653 0.00
H 1.197 5.241 -2.810 0.05
H 4.187 3.634 -0.665 0.02
H 3.685 4.666 -2.001 0.04
H 3.368 2.940 -2.083 0.01
```



Q: Which of these has the lowest net charge?
A: C27H41AlBrF6O16



Q: What is the formula in the second record?
A: C27H41AlBrF6O16



Q: What is the net charge in the second record?
A: -1